{"formula": "HN3OS", "method": "the ωB97M-V functional and the def2-TZVPD basis", "symbols": ["H", "N", "N", "S", "N", "O"], "coordinates": [[-1.48, -0.09, -0.45], [1.03, 0.72, -0.18], [0.22, 1.44, 0.19], [1.59, -0.59, -0.50], [-1.12, -0.27, 0.46], [-0.25, -1.22, 0.48]], "nbo_charge": [0.355, -0.241, 0.003, 0.343, -0.225, -0.234], "multiplicity": 3, "e_above_lowest_kcal_mol": 41.5, "mol_weight_g_mol": 91.09, "e_homo_ev": [-7.7413, -9.6300], "charge": 0, "e_tot_ev": -17362.5015, "fmax_ev_per_a": 7.61, "s_squared": 2.04}